# 1
Density functional theory data (ωB97M-V with the def2-TZVPD basis set) for a molecular structure, C40H34IN4PdSi in a non-equilibrium geometry.

```
! RIJCOSX wB97M-V def2-TZVPD def2/J DEFGRID3
* xyz -1 1
Pd -6.78631 0.68293 17.60440
C -7.12009 0.78961 12.41364
C -7.14547 1.81199 13.49918
C -6.14524 2.85763 13.46742
C -6.26717 3.88469 14.34589
C -7.24192 3.78442 15.34259
C -8.08981 2.67074 15.40522
N -8.08828 1.78154 14.40397
C -8.93865 2.44807 16.57077
C -9.97965 3.40724 16.76630
C -10.72986 3.38178 17.96501
C -10.29173 2.46951 18.94234
C -9.42290 1.43772 18.59962
N -8.63380 1.46012 17.46583
C -9.23770 0.33200 19.54695
C -9.40223 0.46252 20.92851
C -9.27631 -0.66274 21.73124
C -8.96777 -1.88284 21.18823
C -8.92982 -1.95265 19.81242
C -8.59302 -3.27232 19.13385
N -9.07504 -0.89952 18.99129
H -8.09086 0.25764 12.45783
H -6.28098 0.10728 12.58380
H -6.96743 1.25144 11.43661
H -5.32846 2.83522 12.77107
H -5.57544 4.73047 14.22548
H -7.28447 4.56264 16.13172
H -10.09524 4.16600 15.98594
H -11.58420 4.02651 17.96790
H -10.74804 2.58388 19.93594
H -9.53187 1.43233 21.51113
H -9.41104 -0.58253 22.82237
H -8.70583 -2.75229 21.82144
H -8.45576 -4.02175 19.91180
H -7.68079 -3.17673 18.47967
H -9.42572 -3.59233 18.48795
I -3.82041 -3.38935 14.43415
C -5.71673 -2.53229 14.96415
C -6.93537 -2.97187 14.44755
C -8.12866 -2.27218 14.79697
C -8.02151 -1.31798 15.82300
N -6.84765 -0.92121 16.29608
C -5.70259 -1.49611 15.89716
H -6.99269 -3.80452 13.71184
H -9.04734 -2.37618 14.17158
H -8.94793 -0.85929 16.21089
H -4.77741 -1.10226 16.33506
C -1.30000 1.90892 16.72075
C -2.55772 2.39339 16.21129
C -3.69960 2.20307 16.91504
C -3.68142 1.41868 18.11864
C -2.47198 0.88188 18.56046
C -1.30513 1.10259 17.86491
Si -5.22853 1.22974 19.14966
C -4.81042 -0.18717 20.33174
C -4.56084 -1.45025 19.83106
C -4.57890 -2.54208 20.71176
C -4.58122 -2.34388 22.10065
C -4.62572 -1.04679 22.61630
C -4.82638 0.01180 21.72837
C -5.60254 2.82144 20.07890
C -4.88663 4.04043 19.84712
C -5.52044 5.26501 20.23936
C -6.62914 5.28003 21.02310
C -7.21940 4.03480 21.39611
C -6.66597 2.84436 21.01276
H -0.33524 2.16860 16.25430
H -2.62996 2.74235 15.15188
H -4.64240 2.70411 16.54476
H -2.47168 0.23213 19.44480
H -0.33631 0.70341 18.14689
H -4.37815 -1.49603 18.77600
H -4.45896 -3.54337 20.32664
H -4.50381 -3.21093 22.77976
H -4.58110 -0.78127 23.63430
H -4.86519 1.08480 22.04684
H -3.95505 4.02450 19.30238
H -5.06249 6.18011 19.78974
H -7.06733 6.20743 21.45208
H -8.14331 4.04248 21.95986
H -7.15260 1.95854 21.36524
*
```

Output
LUMO (spin up / spin down): 2.1 / 2.1 eV

Löwdin atomic charge list, values in e, 5 entries:
1. Pd 0.4795
2. C -0.0469
3. C -0.3314
4. C -0.0381
5. C -0.0952

# 2
Density functional theory data (ωB97M-V with the def2-TZVPD basis set) for a molecular structure, C31H47BrO2P2Tl in a non-equilibrium geometry.

```
! RIJCOSX wB97M-V def2-TZVPD def2/J DEFGRID3
* xyz 1 1
Tl 1.06017 -1.01301 -0.36842
C 3.09133 -2.38958 -0.11813
C 1.94712 -3.13849 0.38670
C 1.59486 -2.74934 -1.91525
C 2.84728 -2.10604 -1.54519
C 1.03313 -3.39898 -0.73516
C 4.29485 -2.05228 0.64271
H 4.09420 -1.90702 1.70529
H 4.77203 -1.13819 0.26777
H 5.01969 -2.86273 0.53220
C 3.72658 -1.38919 -2.46672
H 4.49306 -0.81380 -1.93091
H 3.16774 -0.68170 -3.08568
H 4.24704 -2.10014 -3.11600
C 1.04469 -2.83003 -3.28095
H 1.57166 -3.63608 -3.81367
H 1.19416 -1.88983 -3.82438
H -0.02684 -3.05987 -3.28566
C -0.18103 -4.24185 -0.69976
H 0.10861 -5.28323 -0.92013
H -0.92509 -3.93718 -1.44749
H -0.66570 -4.24131 0.28291
C 1.83371 -3.73869 1.72682
H 2.20602 -4.77523 1.66664
H 0.80151 -3.78000 2.09220
H 2.44007 -3.20980 2.46877
C 1.30465 0.97892 0.40450
C 1.94269 0.07284 1.37019
C 1.31871 -0.33069 2.64278
C -0.16441 -0.73148 2.49956
C -0.47546 -1.39352 1.19801
C -1.00741 -0.66693 0.04101
C -1.22495 0.81476 0.07989
C -0.01520 1.61864 0.62466
H 1.43904 0.49294 3.37368
H -0.80831 0.14259 2.64372
H 1.89244 -1.18022 3.05654
H -0.15246 1.83586 1.69165
H 1.97606 1.40989 -0.33042
H 3.01366 -0.00490 1.27451
H 0.01200 2.59622 0.10935
H -1.43267 1.14247 -0.95393
H -1.57828 -1.24141 -0.67577
H -2.12902 1.04135 0.67172
H -0.42494 -1.44210 3.30747
H -0.67671 -2.45223 1.20586
P -4.91362 3.04672 0.63235
P -7.49024 1.77822 -0.71999
C -6.56598 3.84040 1.00271
C -7.63099 3.52055 -0.05387
H -6.39791 4.92430 1.04504
H -6.89921 3.51826 2.00108
H -8.63192 3.61739 0.38379
H -7.56743 4.22771 -0.89613
C -8.73775 1.87252 -2.07800
H -8.92442 0.86192 -2.46592
H -8.34426 2.47766 -2.90618
H -9.68818 2.30496 -1.73958
C -8.52027 0.91956 0.55950
H -9.49351 1.40747 0.70066
H -7.98412 0.90451 1.51648
H -8.68558 -0.12156 0.25007
C -3.93719 4.58503 0.30974
H -2.87358 4.32777 0.21551
H -4.05584 5.32418 1.11368
H -4.26029 5.03459 -0.63878
C -4.34947 2.70042 2.35762
H -4.92825 1.86853 2.78167
H -4.45366 3.57791 3.00922
H -3.29369 2.39458 2.33694
Br 6.13169 -2.89125 -1.70359
C 6.82450 -1.08146 -1.18478
C 8.19464 -1.37579 -1.18278
C 9.14278 -0.40426 -0.89624
C 8.69118 0.87401 -0.61610
C 7.31925 1.18340 -0.61019
C 6.27822 0.23763 -0.88206
C 4.72113 0.94379 -0.71991
O 4.72769 2.17530 -0.65562
O 3.64787 0.28924 -0.65028
H 8.61096 -2.36436 -1.40246
H 10.19191 -0.68186 -0.90573
H 9.45444 1.61799 -0.39663
H 7.09081 2.22461 -0.36473
*
```

Output
LUMO: -5.0 eV
energy relative to the best compared isomer or geometry (same formula, charge and spin): 3.1082 eV

Löwdin atomic charge list, values in e, 5 entries:
1. Tl 1.2393
2. C -0.2391
3. C -0.2342
4. C -0.2406
5. C -0.2571

# 3
Density functional theory data (ωB97M-V with the def2-TZVPD basis set) for 9 unconnected molecules or ions with the total composition C20H37Cl16IN3O2 in a non-equilibrium geometry.

```
! RIJCOSX wB97M-V def2-TZVPD def2/J DEFGRID3
* xyz 1 1
C 4.27328 -2.80215 -0.02590
C 4.52619 -1.40450 0.76542
O 4.62357 -1.35573 2.03278
O 4.63143 -0.16518 0.03398
C 3.31323 0.46640 0.07763
C 2.49601 0.31542 -1.32943
C 1.14315 1.17341 -1.15240
C -0.20955 0.34938 -1.58404
C -1.09382 0.27260 -0.21580
N -2.14096 1.26573 -0.06573
C -2.69786 0.96660 1.26769
I -4.29320 2.16448 2.12629
C -1.91412 -0.25954 1.84168
N -0.88113 -0.67080 0.85350
C 0.10746 -1.79609 0.98965
C -0.00591 -2.89569 -0.19825
C -1.54078 -3.41269 -0.43430
N -2.14210 -2.89521 -1.71374
H 4.76044 -3.67123 0.55687
H 3.12641 -2.96713 -0.10717
H 4.75574 -2.69911 -1.07185
H 2.71359 0.01902 0.96392
H 3.44913 1.58539 0.34257
H 2.33005 -0.79473 -1.57963
H 3.15403 0.86002 -2.11461
H 1.13232 2.16925 -1.73459
H 1.06101 1.47213 -0.03096
H -0.77307 0.94938 -2.40726
H 0.01536 -0.67491 -2.03890
H -2.37621 1.97967 -0.76835
H -2.07483 -0.74774 2.85842
H -0.19705 -2.35375 1.96086
H 1.18204 -1.42259 1.11670
H 0.43104 -2.53170 -1.19840
H 0.62055 -3.81475 0.12827
H -1.45741 -4.55799 -0.54264
H -2.21973 -3.19999 0.47868
H -1.42945 -2.96911 -2.47068
H -2.45758 -1.91703 -1.61901
C -4.46478 5.50482 5.27179
Cl -5.92634 4.82735 4.54111
Cl -3.11018 5.47645 4.13753
H -4.66082 6.53602 5.56328
H -4.20294 4.91647 6.15056
C -0.20129 -5.43883 2.69224
Cl -1.65906 -6.11956 1.96231
Cl 1.15453 -5.46060 1.55609
H -0.40054 -4.40880 2.98649
H 0.06351 -6.02794 3.56947
C -7.57545 1.11489 4.73577
Cl -6.49638 -0.26452 4.49092
Cl -9.08388 0.91316 3.83809
H -7.80370 1.20132 5.79746
H -7.07659 2.02022 4.39098
C 7.09764 -1.07322 -2.97262
Cl 8.17989 -2.45508 -3.17919
Cl 5.60774 -1.28121 -3.90389
H 6.84402 -0.97675 -1.91725
H 7.60533 -0.17155 -3.31370
C -6.06894 1.41230 -1.64723
Cl -7.19593 1.41574 -3.00671
Cl -4.80066 0.19878 -1.87181
H -5.60750 2.39632 -1.56721
H -6.61677 1.18620 -0.73294
C 7.60205 -1.66876 -7.04084
Cl 9.20234 -2.39975 -6.87821
Cl 7.69616 -0.09213 -7.83506
H 6.97090 -2.32789 -7.63597
H 7.16966 -1.54030 -6.04993
C -1.90229 1.65060 -5.16473
Cl -2.86034 0.94947 -3.85434
Cl -0.20849 1.83014 -4.69157
H -1.95936 0.99621 -6.03391
H -2.30654 2.63099 -5.41405
C 0.61724 6.03742 5.67239
Cl -0.87057 6.26616 6.59929
Cl 2.02045 6.64894 6.55463
H 0.75500 4.97365 5.48158
H 0.53156 6.57375 4.72786
*
```

Output
LUMO: -3.1 eV

Löwdin atomic charge list, values in e, 5 entries:
1. C 0.0196
2. C -0.3824
3. O 0.0534
4. O -0.0926
5. C -0.1906

# 4
Density functional theory data (ωB97M-V with the def2-TZVPD basis set) for a single C3H6N2S molecule in a non-equilibrium geometry.

```
! RIJCOSX wB97M-V def2-TZVPD def2/J DEFGRID3
* xyz 0 1
C 0.97281 1.11881 1.49681
C -0.61866 -0.55775 -0.22308
C -0.65399 -0.83982 -1.68035
N 1.18332 -0.30857 1.25796
N 0.47068 -0.96301 0.53744
S -0.29727 1.83534 0.41654
H 0.44630 1.35098 2.48968
H 1.94395 1.70039 1.48285
H -1.62074 -0.87509 0.25194
H -1.67270 -1.01018 -1.87424
H 0.14342 -1.62559 -1.98743
H -0.29711 0.17448 -2.16812
*
```

Output
LUMO: -0.2 eV
energy relative to the best compared isomer or geometry (same formula, charge and spin): 3.9285 eV

Löwdin atomic charge list, values in e, 5 entries:
1. C -0.6291
2. C -0.3203
3. C -0.1108
4. N -0.0249
5. N -0.0276